1.
Density functional theory data (the ωB97M-V functional and the def2-TZVPD basis) for a single C3H4N2S molecule in a non-equilibrium geometry.

Relative energy (zero: lowest compared OMol25 entry of this formula, charge and spin): 82.7 kcal/mol
E: -16987.9032 eV
HOMO-LUMO gap: 8.46 eV
Max |F|: 4.91 eV/Å

CARTESIAN COORDINATES (ANGSTROEM)
C: 1.014 1.832 -0.382
C: 0.693 -0.507 -0.372
C: 0.270 0.784 0.265
N: 1.491 2.726 -0.916
N: 2.806 0.018 1.463
S: 2.523 -0.804 0.318
H: 0.756 -0.531 -1.400
H: 0.125 -1.299 -0.216
H: 0.542 0.648 1.270
H: -0.756 0.934 0.177


2.
Density functional theory data (the ωB97M-V functional and the def2-TZVPD basis) for a molecular structure, C5H14N3 in a non-equilibrium geometry.

Relative energy (zero: lowest compared OMol25 entry of this formula, charge and spin): 116.4 kcal/mol
E: -9872.1199 eV
HOMO-LUMO gap: 9.62 eV
Max |F|: 4.67 eV/Å
Net charge: +1

CARTESIAN COORDINATES (ANGSTROEM)
C: -2.046 -0.587 0.092
C: 0.203 2.048 -0.542
C: 0.577 1.515 1.761
C: 1.483 -0.705 -0.544
C: -0.758 -2.392 -0.739
N: -0.185 1.254 0.585
N: 0.257 -0.435 0.125
N: -0.879 -1.056 -0.183
H: -2.128 0.398 0.513
H: -2.925 -1.176 -0.097
H: -0.107 3.072 -0.329
H: 1.283 2.064 -0.731
H: -0.325 1.725 -1.438
H: 1.660 1.536 1.603
H: 0.274 2.502 2.109
H: 0.325 0.792 2.529
H: 2.242 -0.025 -0.164
H: 1.810 -1.716 -0.287
H: 1.425 -0.600 -1.631
H: -1.746 -2.799 -0.932
H: -0.246 -3.041 -0.028
H: -0.196 -2.375 -1.672


3.
Density functional theory data (the ωB97M-V functional and the def2-TZVPD basis) for 2 unconnected molecules or ions with the total composition C9H23N2O4S in a non-equilibrium geometry.

E: -31702.2019 eV
HOMO-LUMO gap: 8.17 eV
Max |F|: 6.22 eV/Å
Net charge: +1

CARTESIAN COORDINATES (ANGSTROEM)
C: -3.664 -0.954 -1.038
S: -3.040 -2.657 -0.914
O: -3.268 -3.368 -2.197
O: -3.791 -3.360 0.169
C: -1.238 -2.741 -0.582
C: -0.476 -1.394 -0.629
O: -0.889 -0.468 0.345
C: -0.844 -0.973 1.673
C: -1.370 -2.426 1.854
N: -0.947 -3.345 0.763
H: -2.987 -0.403 -1.703
H: -3.698 -0.492 -0.046
H: -4.666 -0.973 -1.477
H: -0.813 -3.423 -1.329
H: -0.628 -0.922 -1.604
H: 0.602 -1.634 -0.546
H: -1.505 -0.325 2.260
H: 0.150 -0.885 2.142
H: -0.967 -2.844 2.787
H: -2.455 -2.400 1.989
H: -1.375 -4.274 0.812
H: 0.069 -3.424 0.826
C: 1.654 2.849 -1.728
C: 1.530 1.780 -0.648
C: 1.607 2.338 0.783
O: 2.913 2.662 1.213
C: 3.376 3.942 0.806
N: 2.543 0.743 -0.881
H: 2.678 3.201 -1.847
H: 1.342 2.448 -2.693
H: 1.019 3.708 -1.504
H: 0.544 1.320 -0.761
H: 1.264 1.554 1.467
H: 0.931 3.190 0.917
H: 2.569 4.679 0.781
H: 3.864 3.884 -0.169
H: 4.122 4.269 1.530
H: 2.397 -0.011 -0.214
H: 3.444 1.129 -0.608